No. 1
A structure of composition C23H25BrFN2O14S in a non-equilibrium geometry, computed with the ωB97M-V functional and the def2-TZVPD basis.

Output
Net charge: -1
Kohn-Sham gap in eV: 6.3

```
67
C23H25BrFN2O14S, DFT the ωB97M-V functional and the def2-TZVPD basis
O 3.7193 -2.3364 -3.5437
C 3.7060 -1.3762 -2.7577
O 4.6791 -0.9074 -2.1325
C 2.3618 -0.6644 -2.4773
C 2.3532 0.6186 -1.8508
F 3.5073 1.2241 -1.5375
C 1.2388 1.3327 -1.5589
C -0.0282 0.8071 -1.8631
N -1.2404 1.3333 -1.6398
S -2.2633 0.2298 -2.2128
N -1.2994 -0.9076 -2.7501
C -0.0651 -0.4581 -2.4882
C 1.1290 -1.1808 -2.7842
Br 0.8632 -2.8786 -3.5704
H 1.3319 2.3042 -1.1014
C -4.4015 0.4766 2.6288
C -3.6100 -0.7942 2.4231
C -2.3105 -0.8413 3.1946
O -1.4815 -1.6535 2.3568
C -1.9357 -1.5251 1.0808
O -1.3520 -1.8969 0.1202
O -3.1457 -0.9107 1.0681
H -3.9733 1.2935 2.0570
H -5.4304 0.3477 2.2881
H -4.4248 0.7537 3.6817
H -4.2258 -1.6717 2.6414
H -2.4183 -1.2983 4.1764
H -1.8501 0.1428 3.3036
C 2.0793 2.2205 -5.5690
C 0.6065 2.3426 -5.8938
C 0.2299 3.6041 -6.6304
O -1.1075 3.8350 -6.1824
C -1.2327 3.2627 -4.9538
O -2.1459 3.4556 -4.2231
O -0.1728 2.4544 -4.6872
H 2.3370 2.8522 -4.7189
H 2.3307 1.1962 -5.2933
H 2.6928 2.5006 -6.4266
H 0.2614 1.4564 -6.4322
H 0.2529 3.4840 -7.7115
H 0.8500 4.4600 -6.3499
C 3.3557 -4.2822 -0.3944
C 1.9642 -4.7431 -0.0173
C 1.9215 -5.8582 1.0024
O 0.7263 -6.5640 0.6447
C 0.5047 -6.3412 -0.6818
O -0.2874 -6.9396 -1.3348
O 1.3044 -5.3576 -1.1350
H 3.8237 -4.9924 -1.0755
H 3.3227 -3.3244 -0.9132
H 3.9804 -4.1661 0.4932
H 1.3565 -3.8920 0.3014
H 1.8559 -5.4948 2.0257
H 2.7712 -6.5414 0.9161
C -0.5157 2.3975 7.4265
C -0.5336 2.9619 6.0239
C -1.0285 4.3885 5.9263
O -1.6234 4.4222 4.6253
C -2.0128 3.1617 4.3169
O -2.7099 2.8695 3.4043
O -1.4874 2.2714 5.1981
H -1.5226 2.1245 7.7422
H 0.0917 1.4940 7.4700
H -0.1006 3.1181 8.1316
H 0.4493 2.8572 5.5586
H -0.2273 5.1204 5.9946
H -1.7945 4.6226 6.6704
```



No. 2
The molecule C23H25BrO2 in a non-equilibrium geometry, computed with the ωB97M-V functional and the def2-TZVPD basis.

Output
Net charge: 0
Kohn-Sham gap in eV: 8.6
Structure (SMILES): CCCCCCCCCc1cc(Br)cc2c1C(=O)c1ccccc1C2=O

```
51
C23H25BrO2, DFT the ωB97M-V functional and the def2-TZVPD basis
C 7.5627 -1.2887 1.1019
C 6.6537 -0.8958 -0.0751
C 5.3130 -0.3732 0.4320
C 4.2491 -0.2192 -0.6714
C 3.3268 0.9851 -0.3983
C 2.0149 0.9345 -1.2207
C 0.7340 1.0814 -0.3621
C 0.0057 2.4229 -0.5609
C -1.5113 2.2451 -0.7149
C -2.1856 1.6442 0.4895
C -1.6826 1.8396 1.7716
C -2.2984 1.2880 2.8873
Br -1.5705 1.5867 4.6104
C -3.4333 0.5036 2.7731
C -3.9292 0.2781 1.4997
C -3.3366 0.8453 0.3601
C -3.9705 0.5504 -0.9546
O -4.0779 1.3645 -1.8271
C -4.4905 -0.8371 -1.0825
C -4.4187 -1.5483 -2.2702
C -4.8901 -2.8567 -2.2894
C -5.4424 -3.4394 -1.1501
C -5.5457 -2.7113 0.0280
C -5.0605 -1.4086 0.0594
C -5.1172 -0.5958 1.2976
O -6.0420 -0.6407 2.0608
H 7.3681 -0.6098 1.9278
H 8.6115 -1.2589 0.8320
H 7.2791 -2.2817 1.4401
H 7.1366 -0.1421 -0.6917
H 6.4613 -1.7703 -0.6919
H 5.4535 0.5696 0.9544
H 4.9407 -1.1055 1.1478
H 3.6192 -1.1036 -0.6604
H 4.7187 -0.0723 -1.6410
H 3.1225 0.9857 0.6701
H 3.8612 1.9057 -0.6276
H 1.9783 -0.0400 -1.7026
H 2.0333 1.6727 -2.0146
H 0.0443 0.2884 -0.6496
H 0.9646 0.9332 0.6861
H 0.1887 3.1026 0.2681
H 0.3532 2.9294 -1.4552
H -1.6906 1.6446 -1.5994
H -1.9650 3.2158 -0.9139
H -0.7881 2.4224 1.9151
H -3.9343 0.0701 3.6232
H -4.0045 -1.1040 -3.1606
H -4.8252 -3.4311 -3.2005
H -5.7949 -4.4572 -1.1726
H -5.9891 -3.1185 0.9226
```



No. 3
A structure of composition C23H25ClN2PSeTl in a non-equilibrium geometry, computed with the ωB97M-V functional and the def2-TZVPD basis.

Output
Energy above the lowest of the compared OMol25 structures with the same formula, charge and spin in eV: 3.353
Net charge: +2
Kohn-Sham gap (spin up / spin down) in eV: 4.4 / 4.3

```
54
C23H25ClN2PSeTl, DFT the ωB97M-V functional and the def2-TZVPD basis
Tl -0.2402 -1.2388 1.1717
Cl -0.1808 0.6371 2.5836
P 0.0635 0.7532 -1.2682
C -1.3005 -0.0782 -2.1865
C -1.0614 -0.9603 -3.2490
C -2.1260 -1.6845 -3.7988
C -3.4166 -1.5701 -3.2693
C -3.6538 -0.7034 -2.1970
C -2.6063 0.0472 -1.6669
C -0.2130 2.5061 -1.6649
C 0.5980 3.4301 -0.9687
C 0.4234 4.8009 -1.1614
C -0.5709 5.2724 -2.0261
C -1.3813 4.3600 -2.7083
C -1.2125 2.9847 -2.5325
C 1.6284 0.3664 -2.1462
C 2.6079 -0.4008 -1.4614
C 3.7693 -0.7959 -2.1248
C 4.0300 -0.3342 -3.4237
C 3.1022 0.4898 -4.0657
C 1.8981 0.8314 -3.4326
H 1.3568 3.0498 -0.2806
H 1.0729 5.5092 -0.6438
H -0.6962 6.3460 -2.1770
H -2.1474 4.7229 -3.3914
H -1.8503 2.2794 -3.0642
H -0.0457 -1.0760 -3.6413
H -1.9419 -2.3371 -4.6513
H -4.2421 -2.1372 -3.7012
H -4.6630 -0.5990 -1.7973
H -2.7843 0.7200 -0.8192
H 2.4064 -0.6971 -0.4213
H 4.4816 -1.4725 -1.6428
H 4.9587 -0.6245 -3.9196
H 3.2979 0.8634 -5.0703
H 1.1739 1.4679 -3.9426
H -1.6149 -1.8713 0.2172
H 0.4361 -2.0996 -0.0828
C 2.4942 -2.1398 4.7818
N 1.1201 -1.9460 5.1708
C 0.6669 -1.2714 6.2927
C -0.6824 -1.2318 6.2202
N -1.0496 -1.9021 5.0672
C -2.3894 -1.9809 4.5126
C 0.0537 -2.4187 4.4443
Se 0.1114 -3.6102 3.0781
H 3.0203 -2.7682 5.5187
H 3.0046 -1.1637 4.7001
H 2.5205 -2.6373 3.8016
H 1.3573 -0.8643 7.0262
H -1.4208 -0.7948 6.8913
H -3.1092 -2.0837 5.3351
H -2.6129 -1.0805 3.9197
H -2.4407 -2.8640 3.8658
```



No. 4
A structure of composition C23H25CuN6O10, computed with the ωB97M-V functional and the def2-TZVPD basis.

Output
⟨S²⟩: 0.753
Net charge: -1
Kohn-Sham gap (spin up / spin down) in eV: 6.9 / 7.4
Multiplicity: 2

```
65
C23H25CuN6O10, DFT the ωB97M-V functional and the def2-TZVPD basis
Cu 1.2123 -0.6197 -0.8028
O -0.0895 -4.3147 0.3825
C 0.6759 -3.3695 0.1736
O 0.5963 -2.5782 -0.8349
C 1.8241 -3.1770 1.1616
C 2.2214 -4.3057 1.8245
C 3.2501 -4.2767 2.7677
C 3.8830 -3.0998 3.0814
C 3.5080 -1.9455 2.4339
C 2.4500 -1.9012 1.4499
O 2.0706 -0.8117 0.9427
N 4.2603 -0.7352 2.8164
O 4.2336 0.2333 2.0883
O 4.8876 -0.7652 3.8714
N 3.6622 -5.5028 3.4407
O 3.1241 -6.5479 3.1159
O 4.5331 -5.4356 4.2955
H 1.7033 -5.2301 1.6168
H 4.6677 -3.0743 3.8178
N 1.8780 -1.4194 -4.9466
C 1.7670 -0.9695 -3.6615
O 0.6754 -0.8959 -3.1164
C 3.0481 -0.5862 -2.9537
C 2.7587 0.2737 -1.7334
H 1.0696 -1.8399 -5.3682
H 2.7822 -1.6059 -5.3378
H 3.7127 -0.1213 -3.6954
H 3.5288 -1.5261 -2.6585
H 2.3920 1.2617 -2.0267
H 3.6211 0.3684 -1.0720
C -3.3120 -1.4316 1.3968
C -2.0770 -1.3761 0.5270
N -2.1349 -2.0422 -0.6518
O -1.0728 -0.7812 0.8922
H -4.2316 -1.4543 0.8051
H -3.3151 -0.5714 2.0619
H -3.2686 -2.3402 2.0036
H -2.8756 -2.7099 -0.7690
H -1.2220 -2.2873 -1.0478
C -3.3007 3.1964 1.5045
N -1.9432 3.2589 0.9676
N -1.7861 2.5299 -0.2209
C -0.5797 1.8170 -0.1777
O -0.1061 1.2092 -1.1225
C -0.0717 2.0050 1.1624
C -0.9054 2.8369 1.7971
C -0.8845 3.2781 3.2183
C -2.3987 2.9835 -1.4150
C -2.8483 4.2948 -1.5420
C -3.4633 4.7007 -2.7194
C -3.6129 3.8136 -3.7766
C -3.1498 2.5100 -3.6423
C -2.5521 2.0824 -2.4670
H -4.0056 3.4314 0.7122
H -3.4050 3.9437 2.2879
H -3.5402 2.2066 1.9073
H 0.8252 1.5269 1.5357
H 0.0540 2.9755 3.6783
H -1.7005 2.8227 3.7848
H -0.9829 4.3625 3.2940
H -2.7021 4.9911 -0.7254
H -3.8121 5.7225 -2.8122
H -4.0848 4.1342 -4.6969
H -3.2566 1.8087 -4.4618
H -2.1852 1.0697 -2.3606
```



No. 5
A structure of composition C23H25EuN4S in a non-equilibrium geometry, computed with the ωB97M-V functional and the def2-TZVPD basis.

Output
⟨S²⟩: 15.760
Energy above the lowest of the compared OMol25 structures with the same formula, charge and spin in eV: 0.123
Net charge: +1
Kohn-Sham gap (spin up / spin down) in eV: 7.5 / 7.6
Multiplicity: 8

```
54
C23H25EuN4S, DFT the ωB97M-V functional and the def2-TZVPD basis
Eu -2.2450 -0.9311 -0.7999
C 1.0659 0.3172 3.2134
C 0.0725 0.6559 2.0669
C -0.5089 2.0416 2.3211
C -1.0317 -0.4225 1.9584
C -2.3780 -0.1122 2.0748
C -3.4036 -1.0600 1.9393
C -3.0480 -2.3918 1.7257
C -4.0772 -3.4911 1.4896
C -1.6853 -2.7387 1.6116
C -0.7164 -1.7793 1.7292
H 1.7496 1.1524 3.3344
H 1.6933 -0.5574 2.9580
H 0.4955 0.1156 4.1327
H 0.5976 0.6127 1.1316
H -0.9873 2.1171 3.3643
H -1.2383 2.3550 1.5869
H 0.3051 2.7657 2.3085
H -2.6632 0.9111 2.3660
H -4.4286 -0.7507 2.1554
H -4.1539 -4.0932 2.3870
H -3.7673 -4.1326 0.6854
H -5.1016 -3.1060 1.2810
H -1.4049 -3.7594 1.5086
H 0.3232 -2.0909 1.6818
N 1.0472 -3.9424 -1.3522
C 0.3234 -2.7997 -1.5539
S -1.2912 -3.0547 -2.2119
N 0.9400 -1.7090 -1.1976
N 0.1973 -0.5770 -1.4268
C 0.7842 0.5318 -1.6668
C 2.2691 0.6041 -1.6803
C 2.8386 1.3347 -0.6200
C 4.1891 1.3801 -0.4464
C 4.9903 0.6353 -1.3256
C 4.4378 -0.0479 -2.3874
C 3.0713 -0.0626 -2.5653
C -0.0830 1.7091 -1.9608
C 0.3871 2.9852 -2.2010
C -0.5322 4.0293 -2.2529
C -1.9003 3.7837 -2.1626
C -2.2953 2.4649 -2.0109
N -1.4441 1.4734 -1.8734
H 0.6767 -4.7372 -1.7917
H 2.0281 -3.8666 -1.2605
H 2.1848 1.8540 0.0580
H 4.6309 1.9387 0.3585
H 6.0537 0.6163 -1.1395
H 5.1025 -0.5138 -3.1230
H 2.6127 -0.5830 -3.3889
H 1.4739 3.1522 -2.3549
H -0.1605 5.0341 -2.4196
H -2.6615 4.5605 -2.1855
H -3.3340 2.1790 -2.0683
```



No. 6
A structure of composition C23H25FeN4O2S4, computed with the ωB97M-V functional and the def2-TZVPD basis.

Output
⟨S²⟩: 0.906
Energy above the lowest of the compared OMol25 structures with the same formula, charge and spin in eV: 0.000
Net charge: 0
Kohn-Sham gap (spin up / spin down) in eV: 6.8 / 6.7
Multiplicity: 2

```
59
C23H25FeN4O2S4, DFT the ωB97M-V functional and the def2-TZVPD basis
Fe -0.9222 0.8066 -0.8431
C -0.8719 3.8212 -2.2091
O -1.3070 2.9103 -1.1971
C -2.3367 3.3158 -0.3710
C -3.0811 4.4634 -0.5680
C -4.0990 4.7664 0.3297
C -4.3588 3.9378 1.4085
C -3.5988 2.7930 1.6035
C -2.5949 2.4772 0.7082
N -1.7410 1.3403 0.8093
N -1.5746 0.8808 1.9715
C -0.5687 0.0013 2.2015
C 0.5795 -0.0574 1.3669
O 0.6720 0.4989 0.2107
C 1.7494 -0.7168 1.8875
C 1.7297 -1.3503 3.0771
C 0.5628 -1.3682 3.9090
C 0.5538 -2.0472 5.1408
C -0.5623 -2.0382 5.9368
C -1.7059 -1.3448 5.5132
C -1.7209 -0.6816 4.3103
C -0.5834 -0.6744 3.4833
H -0.6228 4.7816 -1.7582
H -1.6502 3.9430 -2.9628
H 0.0109 3.3782 -2.6576
H -2.8903 5.1137 -1.4081
H -4.6925 5.6572 0.1732
H -5.1566 4.1785 2.0975
H -3.7782 2.1303 2.4381
H 2.6321 -0.6988 1.2611
H 2.6165 -1.8665 3.4297
H 1.4466 -2.5783 5.4503
H -0.5651 -2.5637 6.8824
H -2.5911 -1.3401 6.1363
H -2.6132 -0.1668 3.9821
S -3.9992 -2.2659 -2.0405
C -2.9438 -1.1077 -1.6048
S -2.9649 0.5668 -1.9759
S -1.5822 -1.3748 -0.5447
C 4.3115 -1.8771 -4.6469
C 3.8526 -1.0503 -3.4586
N 2.5073 -0.5064 -3.6467
C 1.4743 -0.5759 -2.7810
S 0.3331 0.7084 -2.8200
N 1.2967 -1.6180 -1.9924
C 1.8638 -2.9587 -2.0928
C 2.7057 -3.3316 -0.8819
H 5.3317 -2.2296 -4.4927
H 4.2938 -1.2832 -5.5615
H 3.6639 -2.7412 -4.7988
H 4.5344 -0.2117 -3.2979
H 3.8719 -1.6359 -2.5433
H 2.4618 0.3255 -4.2151
H 0.4427 -1.5576 -1.4404
H 2.4199 -3.0489 -3.0242
H 1.0161 -3.6422 -2.1698
H 3.5456 -2.6482 -0.7476
H 3.0967 -4.3435 -0.9908
H 2.1005 -3.2947 0.0248
```



No. 7
A structure of composition C23H25InN2O2 in a non-equilibrium geometry, computed with the ωB97M-V functional and the def2-TZVPD basis.

Output
Net charge: 0
Kohn-Sham gap (spin up / spin down) in eV: 5.5 / 5.5

```
53
C23H25InN2O2, DFT the ωB97M-V functional and the def2-TZVPD basis
C -2.3655 -2.9253 -0.2745
C -2.2009 -1.7521 -1.0452
C -0.8191 -1.5115 -1.2186
H -2.9981 -1.1475 -1.4683
C -0.1012 -2.5313 -0.5285
C -1.0752 -3.4300 0.0477
H 0.9727 -2.6997 -0.5714
C -2.7750 -0.0339 2.9202
C -3.3784 0.2010 1.6679
C -2.4797 0.9628 0.8692
H -4.3822 -0.0937 1.3668
C -1.3239 1.2422 1.6266
C -1.4584 0.5549 2.8956
H -0.3809 -0.7353 -1.8403
H -0.8515 -4.3851 0.5237
H -3.3133 -3.3846 -0.0025
H -0.8046 0.7202 3.7555
H -2.6517 1.3108 -0.1496
H -3.2350 -0.4945 3.7940
In -0.5411 -1.6968 2.0289
C -0.1525 2.1143 1.2518
C 0.1798 3.0338 2.4373
C -0.4666 2.9634 0.0138
H -0.7101 3.6226 2.6950
H 0.9969 3.7043 2.1559
H 0.4949 2.4569 3.3137
H -1.3504 3.5846 0.2081
H -0.6505 2.3430 -0.8732
H 0.3852 3.6224 -0.1917
C 1.0455 1.1722 0.9344
C 2.3768 1.8621 0.6192
H 0.7735 0.5187 0.0875
H 1.2606 0.5074 1.7949
O 2.6652 3.0151 0.9440
N 3.2981 1.1078 -0.0577
C 3.1555 -0.2382 -0.6055
H 4.2107 1.5431 -0.1469
C 2.5498 -0.2501 -1.9981
C 2.4363 -1.4691 -2.6765
H 2.8124 -2.3751 -2.1914
C 1.8524 -1.5202 -3.9440
H 1.7502 -2.4830 -4.4471
C 1.4111 -0.3429 -4.5613
H 0.9688 -0.3816 -5.5581
C 1.5461 0.8806 -3.8991
H 1.2165 1.8107 -4.3631
C 2.1199 0.9291 -2.6198
H 2.2525 1.8864 -2.1085
H 2.5454 -0.8646 0.0717
H 4.1553 -0.6989 -0.6380
O -3.9726 -3.8908 3.7940
C -2.9981 -3.4030 3.3121
N -1.9959 -2.9316 2.8490
```



No. 8
The molecule C23H25N3O4S in a non-equilibrium geometry, computed with the ωB97M-V functional and the def2-TZVPD basis.

Output
Energy above the lowest of the compared OMol25 structures with the same formula, charge and spin in eV: 3.231
Net charge: 0
Kohn-Sham gap in eV: 7.9
Structure (SMILES): COc1cccc(N2CCN(S(=O)(=O)c3ccc(-c4cnc(C5CC5)o4)cc3)CC2)c1

```
56
C23H25N3O4S, DFT the ωB97M-V functional and the def2-TZVPD basis
C -3.1164 -2.3238 -1.6119
H -3.3917 -2.7150 -2.5902
O -1.7128 -2.2018 -1.6354
C -1.0748 -1.7896 -0.5029
C -1.7076 -1.4144 0.6746
C -0.9256 -1.0053 1.7424
C 0.4492 -0.9703 1.6635
C 1.1050 -1.3699 0.4903
C 0.3155 -1.7748 -0.5836
H 0.7461 -2.1054 -1.5132
N 2.4816 -1.3152 0.3894
C 3.1447 -1.5613 -0.8722
H 3.1573 -2.6352 -1.1209
C 4.5969 -1.0366 -0.8026
N 4.7598 -0.0072 0.1884
S 4.3799 1.5541 -0.2611
O 4.7889 2.3944 0.8254
O 4.9598 1.7500 -1.5572
C 2.5975 1.6554 -0.4100
C 1.8345 1.9336 0.7068
C 0.4577 1.9246 0.6066
C -0.1563 1.6344 -0.6142
C 0.6324 1.4099 -1.7454
C 2.0085 1.4249 -1.6399
H 2.6448 1.2715 -2.4978
H 0.1619 1.2147 -2.6956
C -1.5925 1.5237 -0.6870
C -2.4544 1.1662 -1.6915
N -3.7196 1.1154 -1.1972
C -3.6099 1.4403 0.0597
C -4.6863 1.5223 1.0402
C -6.0488 1.9836 0.5864
C -5.8367 0.5519 0.9329
H -5.7997 -0.1593 0.1228
H -6.2538 0.1678 1.8511
H -6.1505 2.2374 -0.4566
H -6.6152 2.6070 1.2607
H -4.3429 1.8100 2.0250
O -2.3492 1.7065 0.4335
H -2.2568 0.9337 -2.7167
H -0.1562 2.1280 1.4697
H 2.3286 2.1627 1.6374
C 4.4285 -0.4120 1.5360
C 3.3576 -1.5163 1.5181
H 3.8485 -2.4971 1.4232
H 2.7973 -1.5178 2.4497
H 4.0864 0.4790 2.0614
H 5.3350 -0.7753 2.0352
H 4.8969 -0.6020 -1.7557
H 5.2890 -1.8487 -0.5581
H 2.5981 -1.0319 -1.6539
H 1.0094 -0.6145 2.5131
H -1.4094 -0.6967 2.6578
H -2.7815 -1.4248 0.7691
H -3.6047 -1.3561 -1.4617
H -3.4438 -3.0251 -0.8376
```



- net charge of number 1 (C23H25BrFN2O14S)?
  -1



- The highest net charge belongs to which entry?
  C23H25ClN2PSeTl



- Which of these has the highest net charge?
  C23H25ClN2PSeTl